DFT (ωB97M-V/def2-TZVPD) results for C29H67CsFIN4O10Si as an isolated structure.

Element x y z (Å)
1 C 2.9454 2.0968 1.4517
2 O 3.4285 2.5790 0.1361
3 C 2.5166 1.9874 -0.8552
4 C 2.9787 2.2825 -2.4354
5 C 1.8728 1.5003 -3.3689
6 Si 2.2728 -0.3498 -3.7219
7 C 4.1394 -0.8152 -3.6282
8 C 4.7421 -0.9766 -2.1120
9 C 6.1239 -1.9063 -2.2669
10 I 3.4496 -2.0539 -0.7083
11 H 3.7525 1.3808 1.9264
12 H 1.8897 1.5705 1.3100
13 H 2.7297 3.0592 2.1094
14 H 2.4058 0.8339 -0.6883
15 H 1.4501 2.4770 -0.6721
16 H 4.0943 1.9835 -2.6429
17 H 2.7786 3.4485 -2.5875
18 H 1.6206 2.0993 -4.3677
19 H 0.8566 1.5092 -2.7438
20 H 1.8549 -0.5990 -5.1256
21 H 1.3945 -1.2364 -2.9160
22 H 4.8301 -0.0734 -4.2376
23 H 4.2699 -1.8723 -4.1604
24 H 5.1134 0.0570 -1.6715
25 H 5.7373 -3.0199 -2.2888
26 H 6.8889 -1.7352 -1.3974
27 H 6.5384 -1.6564 -3.3399
28 C -3.0241 -3.1703 0.1263
29 C -2.8082 -2.1451 -1.0168
30 C -1.2932 -1.8635 -1.2079
31 C -0.6992 -0.9590 -0.1359
32 C -1.5010 0.3325 -0.0163
33 C -3.0150 0.0880 0.2258
34 N -3.6045 -0.9034 -0.7391
35 O -3.7855 -0.2392 -1.9663
36 C -3.2233 -0.3885 1.6909
37 C -3.7484 1.4688 0.1948
38 C -3.3009 -2.9285 -2.2814
39 H -2.6682 -2.8414 1.0988
40 H -4.0855 -3.4260 0.2268
41 H -2.4837 -4.1029 -0.0792
42 H -1.1244 -1.3917 -2.1853
43 H -0.7322 -2.8064 -1.2279
44 H -0.6575 -1.4847 0.8242
45 H 0.3388 -0.7190 -0.3989
46 H -1.0797 0.9387 0.7972
47 H -1.3587 0.9180 -0.9352
48 H -4.2247 -0.8078 1.8340
49 H -3.1208 0.4436 2.3981
50 H -2.4858 -1.1218 2.0189
51 H -3.6001 2.0063 -0.7513
52 H -3.3718 2.1368 0.9793
53 H -4.8264 1.3471 0.3558
54 H -4.3772 -3.1323 -2.2272
55 H -2.7894 -3.8956 -2.3657
56 H -3.0989 -2.3936 -3.2157
57 N -6.3571 3.8866 1.3550
58 O -5.6846 3.2029 2.1446
59 O -7.5943 3.7768 1.3365
60 O -5.7924 4.6800 0.5838
61 C 1.4214 -3.8782 3.3344
62 C 1.5412 -2.3864 3.2722
63 O 1.1913 -1.6737 2.3531
64 N 2.0996 -1.6536 4.3419
65 C 3.5710 -1.5178 4.2520
66 H 0.6779 -4.2171 2.6087
67 H 2.3877 -4.3332 3.1059
68 H 1.0954 -4.1829 4.3322
69 H 1.8428 -2.0978 5.2271
70 H 1.6838 -0.7217 4.2352
71 H 4.0123 -2.4956 4.0427
72 H 3.9220 -1.1481 5.2188
73 H 3.8076 -0.7982 3.4635
74 F -4.1063 1.5860 3.5695
75 Cs 0.4757 3.5781 -0.9282
76 C 5.7591 -6.5549 3.1291
77 C 5.4085 -5.1350 2.7727
78 O 4.3208 -4.6495 3.0793
79 C 6.4404 -4.3319 2.0268
80 H 4.9204 -7.0120 3.6651
81 H 5.9483 -7.1303 2.2195
82 H 6.6383 -6.5688 3.7782
83 H 6.6600 -4.8084 1.0680
84 H 7.3499 -4.2468 2.6268
85 H 6.0501 -3.3264 1.8372
86 C 4.7400 -4.6295 -5.9821
87 C 5.7333 -4.9458 -4.8760
88 N 6.5573 -5.2084 -3.9583
89 H 3.7950 -5.1464 -5.7937
90 H 4.5552 -3.5524 -6.0204
91 H 5.1388 -4.9568 -6.9463
92 C -10.0943 5.5830 -1.5612
93 C -11.2915 5.2829 -0.6733
94 C -11.5476 6.4121 0.3120
95 O -11.0561 4.0743 0.0443
96 H -9.1825 5.6976 -0.9641
97 H -9.9143 4.7564 -2.2568
98 H -10.2511 6.4993 -2.1387
99 H -12.1805 5.1275 -1.2942
100 H -10.6874 6.5561 0.9754
101 H -12.4044 6.1769 0.9526
102 H -11.7480 7.3532 -0.2094
103 H -10.2684 4.2030 0.5984
104 O 1.7691 -5.0860 -5.1896
105 H 1.3350 -4.8900 -4.3457
106 H 1.0795 -4.9240 -5.8508
107 C 2.3063 7.6943 4.3689
108 C 2.5164 6.8322 3.1114
109 O 1.3405 6.3125 2.7989
110 H 1.9453 7.1000 5.2178
111 H 3.2571 8.1494 4.6696
112 H 1.5945 8.5105 4.1922
113 H 3.3411 6.1481 3.3656
114 H 3.0052 7.4985 2.3836

Cartesian forces, eV/Å:
-0.667 0.905 0.690
-2.102 -1.586 -0.155
1.891 -2.123 -0.694
-1.499 0.694 1.053
-0.760 1.518 0.684
0.146 0.286 -0.727
0.989 -0.824 0.402
2.962 0.443 -1.438
-1.345 -0.182 -0.402
0.427 0.630 -0.315
-1.724 1.398 -0.931
2.298 0.706 0.501
0.734 -2.062 -1.120
0.455 1.814 -0.381
10.098 -9.541 1.011
-2.308 0.790 0.481
1.063 -2.322 0.110
0.754 -1.323 2.148
1.905 -0.211 -1.452
0.084 0.043 0.028
0.276 0.158 0.084
-1.375 -1.374 1.332
-0.360 2.123 1.124
-1.366 -2.099 -0.674
1.162 2.152 0.026
-1.485 -0.325 -1.797
-0.413 -0.466 2.342
0.108 -0.023 0.326
-0.343 -2.409 0.103
0.076 0.596 0.039
-0.075 -0.034 0.019
0.175 -0.482 -0.301
-0.925 1.004 2.115
2.378 3.464 -5.155
-0.194 -2.326 3.859
0.314 -0.460 -0.130
0.162 -0.164 -0.840
-0.163 0.799 -0.098
-0.098 0.187 -0.031
0.183 0.163 -0.043
-0.090 0.209 -0.261
-0.276 -0.020 0.039
-0.357 -0.055 -0.005
-0.091 0.157 -0.159
0.019 -0.097 0.035
-0.480 -0.062 0.143
-0.281 -0.073 -0.220
0.185 0.179 -0.034
-0.525 0.333 -0.032
0.038 -0.278 -0.154
-0.119 -0.355 -0.031
-0.166 -0.537 0.183
0.313 0.043 0.074
0.210 0.150 0.031
0.022 0.234 0.363
-0.143 0.100 0.279
0.080 0.095 0.025
-0.442 0.073 -0.261
0.000 -0.060 0.047
0.123 -0.021 -0.107
-0.238 0.353 0.289
-1.929 -0.416 -4.188
0.494 -1.117 0.964
0.352 0.739 2.067
1.148 0.094 0.247
0.161 0.283 0.065
-0.045 0.006 0.149
0.136 -0.117 -0.008
-0.017 0.358 0.182
-0.142 0.013 0.478
-0.095 0.119 -0.068
0.006 0.001 -0.247
-0.105 -0.260 0.102
0.599 -0.296 -0.078
-10.186 11.062 -1.364
-0.577 0.006 0.222
-0.557 0.217 0.125
1.013 -0.261 -0.145
-0.401 0.417 0.075
0.191 0.101 -0.122
0.210 0.062 0.103
0.065 -0.055 -0.228
0.164 -0.028 0.139
0.047 -0.182 -0.169
0.067 -0.209 -0.014
0.893 -0.401 0.847
5.410 -1.709 5.976
-6.592 2.128 -7.250
0.258 0.135 0.104
0.088 -0.163 0.083
0.099 0.049 0.219
0.120 -0.031 -0.299
0.617 0.091 0.379
-0.292 0.159 0.143
-0.163 -0.076 0.018
-0.143 0.037 0.026
-0.094 0.116 0.084
0.034 -0.046 0.027
0.068 -0.175 0.151
0.017 -0.015 -0.188
0.065 0.020 -0.151
0.030 -0.038 0.073
-0.123 -0.105 -0.234
-0.594 0.204 0.119
0.181 -0.105 -0.239
0.221 -0.088 0.167
0.516 0.559 0.589
-0.069 0.900 1.145
-0.640 -1.274 -1.326
-0.031 -0.023 -0.298
0.114 0.111 0.108
0.050 -0.293 -0.116
0.250 -0.778 0.173
-0.109 0.369 -0.650

Summary:
M   938.77 g mol⁻¹
HOMO energy   -5.26 eV
Multiplicity   1
Largest force on an atom   15.1 eV Å⁻¹
E_LUMO   -3.674 eV
Gap between HOMO and LUMO   1.6 eV